*w*
Molecular formula: C3H2I6O3
Method: DFT, ωB97M-V with the def2-TZVPD basis set

Element x y z (Å)
1 C -1.33 0.00 -0.45
2 C 0.19 0.26 -0.38
3 C 0.96 -0.19 0.84
4 O -1.84 0.44 -1.65
5 O 0.51 1.49 -0.84
6 O 0.89 -1.49 1.05
7 I -2.05 -1.98 0.27
8 I 0.87 -1.16 -2.01
9 I 3.07 0.37 0.52
10 I 0.14 0.90 2.68
11 I -0.13 3.17 -0.06
12 I 2.09 -2.46 2.28
13 H -1.82 0.75 0.18
14 H -1.54 -0.11 -2.44

Results
orbital gap = 7.3 eV
total charge = 0
lowest unoccupied orbital energy = -0.0624 Eh
HOMO level = -9.032 eV

Atomic partial charges in e from the natural (NBO) method, atoms 1 to 4: atom 1 (C): -0.06, atom 2 (C): 0.11, atom 3 (C): 0.07, atom 4 (O): -0.71

=====

*x*
Molecular formula: C3H2I6O3
Method: DFT, ωB97M-V with the def2-TZVPD basis set

Element x y z (Å)
1 C -0.34 1.07 0.72
2 C 0.10 0.42 -0.55
3 C 0.55 -1.01 -0.53
4 O -0.71 2.32 0.65
5 O 1.04 1.22 -1.22
6 O -1.35 -2.40 -0.70
7 I -1.95 -0.16 1.64
8 I -1.64 0.42 -1.91
9 I 1.40 -1.83 -2.20
10 I 1.45 -1.72 1.20
11 I 2.76 1.79 -0.44
12 I -1.05 -3.94 0.38
13 H 0.44 1.14 1.47
14 H -0.70 2.70 1.48

Results
orbital gap (alpha / beta) = 6.7 / 7.1 eV
total charge = 0
lowest unoccupied orbital energy (alpha / beta) = -0.0694 / -0.0610 Eh
HOMO level (alpha / beta) = -8.570 / -8.755 eV

Atomic partial charges in e from the natural (NBO) method, atoms 1 to 4: atom 1 (C): 0.00, atom 2 (C): -0.03, atom 3 (C): -0.38, atom 4 (O): -0.68

=====

Winner for stability: *w*

=====

*w*
Molecular formula: C5H14N2O3
Method: DFT, ωB97M-V with the def2-TZVPD basis set

Element x y z (Å)
1 C 1.41 -0.58 1.47
2 C 1.06 -1.31 -1.26
3 N 0.07 -0.98 -0.23
4 N 0.81 -0.11 2.58
5 O -0.86 -2.09 -0.26
6 H -1.60 -1.72 0.24
7 H 0.25 -0.75 3.12
8 H 0.63 0.90 2.59
9 H 1.57 -1.64 1.42
10 H 2.14 0.07 1.01
11 H 0.59 -1.52 -2.22
12 H 1.61 -2.20 -0.95
13 H 1.74 -0.47 -1.35
14 C -1.21 0.53 -1.91
15 C -0.70 0.44 -0.48
16 C 0.23 1.51 -0.07
17 O -1.83 0.31 0.38
18 O -0.11 2.08 1.22
19 H -1.55 0.74 1.21
20 H -0.66 2.87 1.10
21 H 0.44 2.28 -0.81
22 H -1.70 -0.41 -2.21
23 H -0.39 0.73 -2.60
24 H -1.93 1.34 -1.99

Results
orbital gap = 6.6 eV
total charge = 0
lowest unoccupied orbital energy = 0.0225 Eh
HOMO level = -5.970 eV

Atomic partial charges in e from the natural (NBO) method, atoms 1 to 4: atom 1 (C): 0.06, atom 2 (C): -0.46, atom 3 (N): -0.13, atom 4 (N): -0.76

=====

*x*
Molecular formula: C5H14N2O3
Method: DFT, ωB97M-V with the def2-TZVPD basis set

Element x y z (Å)
1 C -2.45 -1.22 0.41
2 C -0.89 -0.33 0.80
3 N -1.23 0.78 1.59
4 O -0.05 -1.18 1.49
5 C -0.54 -0.09 -0.61
6 O -1.27 0.98 -1.18
7 C 1.23 0.45 -0.66
8 C 2.11 -0.71 -1.11
9 N 1.84 1.09 0.48
10 O 1.20 1.43 -1.69
11 H -3.18 -0.92 1.17
12 H -2.97 -1.10 -0.54
13 H -2.23 -2.28 0.56
14 H -0.45 1.22 2.05
15 H -1.76 1.46 1.04
16 H -0.46 -1.29 2.36
17 H -0.52 -0.98 -1.23
18 H -0.59 1.48 -1.70
19 H 3.14 -0.37 -1.31
20 H 1.74 -1.12 -2.06
21 H 2.15 -1.51 -0.37
22 H 1.26 1.85 0.82
23 H 1.91 0.41 1.24
24 H 2.01 1.96 -1.57

Results
SMILES = C[C@@](N)(O)C(O)[C@](C)(N)O
orbital gap = 9.0 eV
total charge = 0
lowest unoccupied orbital energy = 0.0263 Eh
HOMO level = -8.281 eV

Atomic partial charges in e from the natural (NBO) method, atoms 1 to 4: atom 1 (C): -0.68, atom 2 (C): 0.42, atom 3 (N): -0.88, atom 4 (O): -0.71

=====

Winner for stability: *x*

=====

*w*
Molecular formula: CH2N2O3
Method: DFT, ωB97M-V with the def2-TZVPD basis set

Element x y z (Å)
1 N 1.44 -1.41 -0.27
2 C 1.53 -0.23 -0.06
3 O 1.71 0.88 0.24
4 H 0.75 -2.11 -0.43
5 O -1.58 -0.78 0.33
6 N -1.16 0.28 0.63
7 O -1.58 1.28 -0.31
8 H -1.12 2.09 -0.13

Results
SMILES = N=C=O.O=NO
orbital gap = 10.7 eV
total charge = 0
lowest unoccupied orbital energy = -0.0098 Eh
HOMO level = -10.936 eV

Atomic partial charges in e from the natural (NBO) method, atoms 1 to 4: atom 1 (N): -0.77, atom 2 (C): 0.86, atom 3 (O): -0.53, atom 4 (H): 0.44

=====

*x*
Molecular formula: CH2N2O3
Method: DFT, ωB97M-V with the def2-TZVPD basis set

Element x y z (Å)
1 C 0.03 0.18 0.29
2 N 1.05 1.09 0.56
3 N 2.94 -0.53 1.22
4 O 3.71 -0.80 0.38
5 O 2.61 -0.92 2.28
6 O 0.08 0.94 1.47
7 H -0.60 0.42 -0.51
8 H 0.20 -0.80 0.44

Results
orbital gap (alpha / beta) = 8.7 / 9.9 eV
total charge = 0
lowest unoccupied orbital energy (alpha / beta) = -0.0348 / -0.0001 Eh
HOMO level (alpha / beta) = -9.653 / -9.876 eV

Atomic partial charges in e from the natural (NBO) method, atoms 1 to 4: atom 1 (C): -0.02, atom 2 (N): -0.02, atom 3 (N): 0.54, atom 4 (O): -0.27

=====

*y*
Molecular formula: CH2N2O3
Method: DFT, ωB97M-V with the def2-TZVPD basis set

Element x y z (Å)
1 C -0.13 -0.09 -0.17
2 N -0.81 0.14 -1.16
3 N 0.53 0.82 0.62
4 O -1.32 -0.30 -2.19
5 O 1.38 0.34 1.32
6 O 0.15 1.94 0.50
7 H 0.50 -1.69 0.83
8 H -0.30 -1.16 0.26

Results
orbital gap (alpha / beta) = 9.2 / 8.4 eV
total charge = 0
lowest unoccupied orbital energy (alpha / beta) = -0.0497 / -0.0532 Eh
HOMO level (alpha / beta) = -10.547 / -9.799 eV

Atomic partial charges in e from the natural (NBO) method, atoms 1 to 4: atom 1 (C): 0.04, atom 2 (N): 0.20, atom 3 (N): 0.49, atom 4 (O): -0.26

=====

*z*
Molecular formula: CH2N2O3
Method: DFT, ωB97M-V with the def2-TZVPD basis set

Element x y z (Å)
1 N 0.83 -1.49 -0.59
2 C 1.13 -1.66 0.56
3 O 1.66 -1.87 1.55
4 H -0.08 -1.02 -0.85
5 O 0.35 2.43 -0.03
6 N -0.28 1.43 -0.14
7 O -1.66 1.56 -0.23
8 H -1.96 0.61 -0.28

Results
SMILES = N=C=O.O=NO
orbital gap = 10.5 eV
total charge = 0
lowest unoccupied orbital energy = -0.0109 Eh
HOMO level = -10.824 eV

Atomic partial charges in e from the natural (NBO) method, atoms 1 to 4: atom 1 (N): -0.77, atom 2 (C): 0.85, atom 3 (O): -0.49, atom 4 (H): 0.41

=====

Winner for stability: *w*

=====

*w*
Molecular formula: C3H9NS
Method: DFT, ωB97M-V with the def2-TZVPD basis set

Element x y z (Å)
1 C 1.55 -0.64 -0.01
2 C 0.27 0.16 -0.02
3 C -0.77 -0.15 -1.07
4 S -2.67 1.90 0.21
5 N -0.38 0.03 1.28
6 H 1.44 -1.70 0.26
7 H 2.12 -0.59 -0.94
8 H 2.24 -0.22 0.73
9 H 0.57 1.21 -0.08
10 H -1.18 -1.15 -0.93
11 H -0.50 -0.03 -2.11
12 H -1.61 0.55 -0.78
13 H 0.14 0.06 2.14
14 H -1.23 0.58 1.33

Results
orbital gap = 5.7 eV
total charge = 0
lowest unoccupied orbital energy = -0.1180 Eh
HOMO level = -8.938 eV

Atomic partial charges in e from the natural (NBO) method, atoms 1 to 4: atom 1 (C): -0.61, atom 2 (C): -0.07, atom 3 (C): -0.47, atom 4 (S): -0.15

=====

*x*
Molecular formula: C3H9NS
Method: DFT, ωB97M-V with the def2-TZVPD basis set

Element x y z (Å)
1 C 1.04 1.18 -0.42
2 C 0.66 0.11 0.63
3 S 1.41 -1.36 0.05
4 C -0.85 -0.08 0.71
5 N -1.26 -0.89 -0.48
6 H 0.55 0.92 -1.38
7 H 0.70 2.14 0.02
8 H 2.07 1.23 -0.57
9 H 1.19 0.39 1.49
10 H 0.44 -1.43 -0.87
11 H -1.04 -0.73 1.53
12 H -1.51 0.72 0.68
13 H -1.65 -1.77 -0.20
14 H -1.75 -0.41 -1.19

Results
SMILES = C[C@H](S)CN
orbital gap = 9.3 eV
total charge = 0
lowest unoccupied orbital energy = 0.0356 Eh
HOMO level = -8.328 eV

Atomic partial charges in e from the natural (NBO) method, atoms 1 to 4: atom 1 (C): -0.60, atom 2 (C): -0.37, atom 3 (S): -0.09, atom 4 (C): -0.23

=====

Winner for stability: *x*

=====

*w*
Molecular formula: C3H9NS
Method: DFT, ωB97M-V with the def2-TZVPD basis set

Element x y z (Å)
1 C 2.11 -0.47 0.04
2 N 1.14 0.54 0.44
3 C -0.08 -0.02 0.94
4 S -1.09 -0.99 -0.23
5 C -2.22 0.28 -0.82
6 H 3.07 0.00 -0.19
7 H 1.82 -1.05 -0.84
8 H 2.26 -1.16 0.86
9 H 0.95 1.15 -0.35
10 H 0.14 -0.69 1.77
11 H -0.71 0.76 1.35
12 H -2.88 -0.17 -1.56
13 H -2.77 0.76 -0.01
14 H -1.74 1.06 -1.41

Results
SMILES = CNCSC
orbital gap = 9.5 eV
total charge = 0
lowest unoccupied orbital energy = 0.0376 Eh
HOMO level = -8.522 eV

Atomic partial charges in e from the natural (NBO) method, atoms 1 to 4: atom 1 (C): -0.42, atom 2 (N): -0.62, atom 3 (C): -0.34, atom 4 (S): 0.15

=====

*x*
Molecular formula: C3H9NS
Method: DFT, ωB97M-V with the def2-TZVPD basis set

Element x y z (Å)
1 C -1.54 3.72 0.24
2 N -1.12 3.60 1.43
3 H -1.22 3.18 -0.65
4 H -2.31 4.48 0.14
5 H -0.64 2.70 1.56
6 C 1.45 -2.32 0.13
7 C 0.32 -2.20 -0.89
8 S -0.91 -0.94 -0.38
9 H 1.24 -2.09 1.18
10 H 2.35 -1.74 -0.17
11 H 1.85 -3.35 0.24
12 H -0.10 -3.20 -0.87
13 H 0.68 -1.87 -1.86
14 H -0.03 0.03 -0.10

Results
SMILES = C=N.CCS
orbital gap = 10.1 eV
total charge = 0
lowest unoccupied orbital energy = 0.0321 Eh
HOMO level = -9.198 eV

Atomic partial charges in e from the natural (NBO) method, atoms 1 to 4: atom 1 (C): -0.05, atom 2 (N): -0.59, atom 3 (H): 0.15, atom 4 (H): 0.16

=====

Winner for stability: *w*